(1)
A cluster of 2 separate species, C7H15NO4 in total. Source: the Open Molecules 2025 dataset; level of theory: the ωB97M-V functional and the def2-TZVPD basis.

Summary:
Energy in Ha: -631.39769
Charge: 0
Lowest unoccupied orbital energy in eV: 0.56
HOMO in Ha: -0.3018
Energy relative to the best compared isomer or geometry (same formula, charge and spin) in kcal per mole: 13.2
Spin multiplicity: 1
Gap between HOMO and LUMO in eV: 8.8

Structure (XYZ):
```
27
Properties=species:S:1:pos:R:3:forces:R:3
C 2.607894 -0.156382 2.141788 0.5 -1.0 -0.4
N 1.974753 0.238372 0.894332 0.0 0.6 0.1
C 1.211249 1.469915 0.997860 -0.3 0.0 0.2
C 0.341485 1.633705 2.282297 0.4 0.9 -0.7
O -0.372550 0.490456 2.674609 0.3 -0.1 0.0
C -1.102168 -0.060022 1.601757 -0.9 -0.3 0.5
H 3.245332 0.643948 2.529056 -0.3 0.1 0.0
H 1.916386 -0.539703 2.902994 0.1 0.4 0.1
H 3.296520 -0.981003 1.909891 -0.1 0.1 0.1
H 1.455040 -0.509982 0.469444 -0.1 -0.2 0.1
H 0.553177 1.602327 0.130324 0.3 -0.3 0.0
H 1.925539 2.305223 0.949654 -0.2 0.0 0.2
H 0.986490 1.988409 3.090286 -0.2 -0.5 0.2
H -0.369405 2.459124 2.086875 0.1 -0.1 0.0
H -1.530366 0.737481 0.980361 0.2 -0.2 -0.2
H -1.950032 -0.602543 2.037523 0.1 0.1 0.0
H -0.540180 -0.801602 1.027747 0.1 0.4 -0.2
C -1.628112 -0.958585 -3.816959 -0.1 0.0 -0.4
C -2.023397 -0.372789 -2.486063 -0.3 0.3 0.1
O -1.333452 -1.214641 -1.560589 -0.1 0.1 -0.2
C -0.277543 -1.762220 -2.209756 0.1 -0.1 0.0
O 0.587306 -2.372277 -1.679005 0.2 -0.1 0.2
O -0.342580 -1.516458 -3.539453 -0.1 0.1 0.1
H -1.562710 -0.211839 -4.605476 0.2 -0.1 0.0
H -2.299024 -1.758515 -4.138791 0.0 0.0 0.1
H -1.672765 0.654499 -2.359462 0.0 0.0 0.0
H -3.096886 -0.404899 -2.311243 0.1 -0.1 0.2
```
Forces are in eV/Å.

(2)
A cluster of 2 separate species, C7H15NOS in total. Source: the Open Molecules 2025 dataset; level of theory: the ωB97M-V functional and the def2-TZVPD basis.

Summary:
Energy in Ha: -803.64540
Charge: 0
Lowest unoccupied orbital energy in eV: -0.34
HOMO in Ha: -0.3363
Energy relative to the best compared isomer or geometry (same formula, charge and spin) in kcal per mole: 183.2
Spin multiplicity: 1
Gap between HOMO and LUMO in eV: 8.8

Structure (XYZ):
```
25
Properties=species:S:1:pos:R:3:forces:R:3
C -2.791936 -2.373987 -1.185246 2.8 -1.0 -1.9
C -0.003163 1.015126 -0.585597 2.6 0.7 -1.9
C -0.075067 2.516454 -0.349549 -0.4 0.4 -1.1
C 1.491306 1.081335 -0.010847 -1.3 1.9 -0.2
C 2.622858 0.931570 -0.969396 1.9 1.8 -0.6
C -2.267965 -1.853386 1.404215 1.2 -0.7 1.3
C 1.832728 0.352653 1.279195 -3.8 2.7 0.9
N -0.212775 -3.039349 -0.052813 0.9 -0.2 -0.7
O 1.236150 2.530761 0.177414 0.6 0.3 1.0
S -1.474191 -2.362342 -0.202513 -2.6 0.6 2.2
H -2.422176 -2.462468 -2.216926 -0.4 -0.6 0.1
H -3.426551 -1.561897 -1.110092 -1.4 1.5 0.8
H -0.574948 0.427136 0.002328 -2.1 -1.9 1.9
H -0.102898 0.704339 -1.643921 0.2 0.1 0.6
H -0.116863 3.065707 -1.361125 -0.2 -0.4 1.6
H -0.847955 2.901458 0.378440 0.7 -0.3 -0.8
H 3.509338 0.439806 -0.472652 -0.9 0.2 -0.9
H 2.982584 2.018846 -1.233910 -0.7 -2.1 0.3
H 2.281735 0.447216 -1.883207 0.5 -0.2 0.0
H -1.663902 -2.423089 2.157650 -0.2 0.6 -0.7
H -2.176604 -0.781134 1.694224 -0.3 -0.8 -0.7
H -3.254150 -2.315174 1.517362 0.0 0.7 -0.5
H 2.119468 -0.561825 0.883525 0.9 -2.2 0.5
H 0.843580 0.339667 1.878460 1.5 -0.6 -0.7
H 2.491399 0.962578 1.904983 0.5 -0.5 -0.5
```
Forces are in eV/Å.

(3)
A cluster of 2 separate species, C7H15O3 in total. Source: the Open Molecules 2025 dataset; level of theory: the ωB97M-V functional and the def2-TZVPD basis.

Summary:
Energy in Ha: -501.04641
Charge: +1
Lowest unoccupied orbital energy in eV: -4.68
HOMO in Ha: -0.5031
Energy relative to the best compared isomer or geometry (same formula, charge and spin) in kcal per mole: 3.2
Spin multiplicity: 1
Gap between HOMO and LUMO in eV: 9.0

Structure (XYZ):
```
25
Properties=species:S:1:pos:R:3:forces:R:3
C -3.945929 -0.552252 0.021089 0.7 0.0 3.5
C 0.259150 -0.435368 -1.178852 3.5 0.6 -2.5
C 0.849446 3.208172 -0.398836 -1.0 -1.3 1.2
C -0.790611 -2.100884 0.879161 -3.2 -3.9 0.7
C 2.246164 -0.129493 0.452540 -2.0 -1.4 -0.5
C 1.923039 1.309605 0.567303 -1.1 2.5 -0.2
C 0.847765 -0.675312 0.110919 1.3 -1.6 2.4
O 1.213053 1.835852 -0.566300 0.9 0.5 0.8
O 0.326116 -1.359368 1.079772 2.8 2.4 -1.2
O -2.884547 -0.649137 -0.557461 -2.0 0.4 -0.3
H -4.009345 -0.362915 1.192412 0.8 0.0 -1.7
H -4.997155 -0.719965 -0.208194 0.0 -0.1 -1.9
H 1.075591 0.251298 -1.662974 -1.8 -1.5 0.5
H -0.592148 0.179735 -1.172978 -1.5 0.3 0.2
H 0.217943 -1.308694 -1.852576 -0.5 -0.1 0.7
H 0.112867 3.344538 0.406163 -0.6 -0.5 -0.5
H 0.533397 3.514229 -1.350135 -0.7 0.6 -1.1
H 1.572466 3.861509 -0.029685 2.3 0.7 0.1
H -1.211539 -2.397904 1.867573 0.6 0.4 -0.5
H -0.530456 -3.073200 0.385944 0.0 0.9 0.3
H -1.612692 -1.650775 0.355413 0.3 0.6 -0.4
H 2.891456 -0.452892 -0.381269 0.1 0.4 0.5
H 2.543730 -0.458977 1.457950 0.2 -0.3 -0.6
H 1.225442 1.418085 1.415757 0.5 0.1 0.2
H 2.781162 1.934482 0.718873 0.7 0.2 0.4
```
Forces are in eV/Å.

(4)
A structure of composition C7H16AgBrCl3O4P. Source: the Open Molecules 2025 dataset; level of theory: the ωB97M-V functional and the def2-TZVPD basis.

Summary:
Energy in Ha: -5020.10878
Charge: 0
Lowest unoccupied orbital energy (spin up / spin down) in eV: 0.39 / -4.28
HOMO (spin up / spin down) in Ha: -0.1967 / -0.3668
Spin multiplicity: 3
⟨S²⟩: 2.005
Gap between HOMO and LUMO (spin up / spin down) in eV: 5.7 / 5.7

Structure (XYZ):
```
33
Properties=species:S:1:pos:R:3:forces:R:3
Ag 0.323368 3.288397 -1.062889 0.0 0.7 -0.1
Br -1.109394 1.618140 -2.629407 -0.2 -0.2 -0.2
C 2.789319 -0.362753 -2.169647 -0.9 0.0 -0.4
C 1.534583 -1.012369 -1.591674 0.7 0.5 0.8
O 1.776981 -1.044571 -0.104518 -0.7 -0.1 -0.6
P 1.237122 0.102436 0.866052 -1.2 2.1 -0.6
O 1.024133 1.455892 0.130885 1.2 -4.0 2.6
O -0.148463 -0.494611 1.477752 0.4 0.4 0.2
C -1.470004 -0.617876 0.831523 0.8 0.5 -1.5
C -2.502540 -1.348230 1.667417 0.4 -1.6 0.7
O 2.285427 0.059629 2.180642 -3.4 1.5 -4.1
C 2.280789 -1.089125 2.951500 1.1 -0.5 3.8
C 2.214018 -0.665940 4.529936 0.2 -0.7 -2.0
H 3.483880 -1.195648 -2.279043 0.5 0.6 -0.1
H 2.550311 0.117738 -3.118390 0.1 -0.4 -0.3
H 3.161883 0.463922 -1.564732 0.0 -0.4 0.3
H 0.571770 -0.577218 -1.859500 0.1 0.7 0.5
H 1.429763 -2.021234 -1.990804 0.3 -0.3 0.7
H -1.766135 0.324163 0.370045 -0.2 0.8 1.2
H -1.301503 -1.088730 -0.136978 0.1 -1.1 0.2
H -3.509812 -1.455311 1.264881 0.1 1.0 -0.3
H -2.271927 -2.410609 1.746651 0.7 -0.3 -0.4
H -2.549869 -1.161029 2.740180 0.0 1.1 -0.2
H 1.522146 -1.864940 2.848169 -0.4 0.5 -0.8
H 3.244215 -1.535059 2.704398 0.1 -0.4 0.6
H 2.716347 0.273042 4.762460 0.5 -0.3 -0.3
H 1.204415 -0.496351 4.904167 -0.2 -0.5 -0.3
H 2.687434 -1.529108 4.997832 -0.1 0.3 0.6
C -4.179848 2.810366 -4.463065 -0.6 -0.1 -0.4
Cl -5.235577 2.475716 -3.036316 0.6 0.3 -0.9
Cl -3.836728 4.541076 -4.684642 -0.3 -0.6 0.2
Cl -4.931609 2.127869 -5.985203 0.5 0.4 1.1
H -3.224491 2.312326 -4.297684 -0.4 0.0 -0.1
```
Forces are in eV/Å.

Question: Which of these has the highest charge?
Answer: C7H15O3

Question: What is the energy in the second record?
Answer: -803.64540 Ha